(1)
Entry from the Open Molecules 2025 dataset: the molecule C21H24N4O5S (wB97M-V/def2-TZVPD).

Values from the calculation:
* calculated total energy: -49202.737 eV
* spin multiplicity: 1
* F_max: 0.936 eV/Å
* frontier orbital gap: 9.2 eV
* E_LUMO: 0.541 eV
* total charge: 0
* energy relative to the best compared isomer or geometry (same formula, charge and spin): 0.0 kJ/mol
* SMILES: CC(C)Cn1c(N)c(C(=O)COC(=O)CCc2nc3ccccc3s2)c(=O)n(C)c1=O

Element x y z (Å)
C 1.6358 -2.9666 -3.5496
C 0.9863 -1.6315 -3.1940
C 1.5577 -0.5120 -4.0598
C 1.1709 -1.3765 -1.6909
N 0.4192 -0.2274 -1.2019
C 0.9637 1.0149 -1.0569
N 2.2072 1.2438 -1.4604
C 0.2097 2.0540 -0.4808
C 0.8401 3.3433 -0.2623
O 1.8881 3.6874 -0.8040
C 0.1446 4.3650 0.6296
O -0.1885 3.8854 1.9270
C 0.6176 2.9900 2.4771
O 1.6398 2.5929 1.9752
C 0.0492 2.5016 3.7925
C -1.1853 1.6374 3.5208
C -0.8855 0.3171 2.9036
N -1.7918 -0.5454 2.6422
C -1.2921 -1.6934 2.0991
C -2.0317 -2.8013 1.6989
C -1.3678 -3.8850 1.1676
C 0.0186 -3.8851 1.0343
C 0.7725 -2.7947 1.4223
C 0.1112 -1.6980 1.9490
S 0.7645 -0.1830 2.4992
C -1.1647 1.8170 -0.1176
O -1.9349 2.6188 0.3781
N -1.6524 0.5400 -0.4285
C -3.0611 0.3012 -0.1571
C -0.9231 -0.4954 -0.9285
O -1.3893 -1.5917 -1.1473
H 2.7040 -2.9416 -3.3418
H 1.1893 -3.7732 -2.9742
H 1.4982 -3.1819 -4.6057
H -0.0895 -1.7070 -3.3772
H 1.1146 0.4492 -3.8110
H 1.3483 -0.7159 -5.1071
H 2.6384 -0.4443 -3.9441
H 0.7767 -2.2422 -1.1512
H 2.2253 -1.2674 -1.4323
H 2.8120 0.5147 -1.7893
H 2.5375 2.2024 -1.2956
H -0.8053 4.6710 0.1847
H 0.8193 5.2237 0.7252
H -0.2474 3.3662 4.3861
H 0.8154 1.9344 4.3227
H -1.7222 1.4538 4.4558
H -1.8661 2.1780 2.8544
H -3.1041 -2.7885 1.8057
H -1.9287 -4.7485 0.8451
H 0.5136 -4.7496 0.6172
H 1.8475 -2.7908 1.3233
H -3.6296 1.1691 -0.4861
H -3.2126 0.1587 0.9141
H -3.3629 -0.5931 -0.6955

Atom charges from the natural (NBO) analysis, given in e for atoms 1 to 2:
1 C -0.60
2 C -0.23

---

(2)
Entry from the Open Molecules 2025 dataset: the molecule C21H24N4OS at a distorted geometry (wB97M-V/def2-TZVPD).

Values from the calculation:
* calculated total energy: -41010.564 eV
* spin multiplicity: 1
* F_max: 1.294 eV/Å
* frontier orbital gap: 8.8 eV
* E_LUMO: 0.175 eV
* total charge: 0
* energy relative to the best compared isomer or geometry (same formula, charge and spin): 99.1 kJ/mol
* SMILES: CCN(CC)C(=O)CSc1nc2c(c(-c3cccnc3)c1C#N)CCCC2

Element x y z (Å)
C -1.4131 -1.7626 1.7870
C -2.8165 -1.1639 1.8255
N -3.2099 -0.6822 0.5116
C -3.9873 -1.5844 -0.3119
C -5.4868 -1.4290 -0.0604
C -2.8252 0.5641 0.1694
O -2.2174 1.2892 0.9378
C -3.1135 1.0306 -1.2484
S -2.0279 0.0951 -2.3854
C -0.4884 0.5143 -1.6182
N -0.3083 1.7768 -1.3174
C 0.7984 2.1593 -0.6975
C 1.8316 1.2664 -0.3910
C 1.6558 -0.0760 -0.7255
C 2.6779 -1.1019 -0.4493
C 2.4745 -2.0922 0.5059
C 3.4592 -3.0447 0.7031
C 4.6123 -2.9706 -0.0635
N 4.8086 -2.0424 -0.9839
C 3.8682 -1.1398 -1.1753
C 0.4582 -0.4771 -1.3376
C 0.1890 -1.8347 -1.5971
N -0.0567 -2.9432 -1.7626
C 3.0631 1.7226 0.3388
C 3.2495 3.2339 0.2574
C 1.9541 3.9315 0.6545
C 0.8718 3.6180 -0.3706
H -0.6977 -0.9807 1.5409
H -1.3481 -2.5465 1.0342
H -1.1566 -2.1803 2.7571
H -3.5442 -1.9068 2.1558
H -2.8313 -0.3159 2.5147
H -3.7637 -1.4210 -1.3664
H -3.6766 -2.6042 -0.0711
H -6.0391 -2.1277 -0.6826
H -5.8143 -0.4189 -0.2947
H -5.7244 -1.6289 0.9819
H -4.1351 0.8553 -1.5751
H -2.8523 2.0844 -1.3303
H 1.5618 -2.1105 1.0842
H 3.3323 -3.8269 1.4347
H 5.4154 -3.6851 0.0570
H 4.0632 -0.4148 -1.9561
H 2.9628 1.4262 1.3892
H 3.9431 1.2095 -0.0543
H 3.5178 3.5174 -0.7629
H 4.0658 3.5353 0.9159
H 1.6399 3.5801 1.6393
H 2.1025 5.0108 0.7137
H 1.0695 4.1586 -1.3018
H -0.1117 3.9335 -0.0187

Atom charges from the natural (NBO) analysis, given in e for atoms 1 to 2:
1 C -0.62
2 C -0.21